Entry from the Open Molecules 2025 dataset: a 17-piece molecular cluster, C87H202N6O17 overall (ωB97M-V with the def2-TZVPD basis set).

Each line ends with the Mulliken charge.
Positions of all 312 atoms, in Å:
C: 5.39 -3.12 0.07  1.391
C: 6.40 -4.32 -0.22  0.056
C: 7.19 -4.83 0.99  -1.247
O: 5.64 -5.38 -0.79  -0.529
H: 4.71 -3.45 0.89  -0.532
H: 4.73 -3.01 -0.79  -0.296
H: 5.94 -2.21 0.29  -0.403
H: 7.07 -3.90 -0.96  0.167
H: 6.51 -5.33 1.75  0.208
H: 7.69 -3.93 1.50  0.252
H: 7.98 -5.46 0.61  0.534
H: 6.21 -6.16 -0.85  0.288
C: 1.03 5.02 -1.38  -1.303
C: -0.39 4.45 -1.26  2.568
C: -1.18 5.15 -0.17  -1.255
O: -1.10 4.63 -2.45  -0.476
H: 1.62 4.81 -0.47  0.328
H: 0.99 6.11 -1.49  0.447
H: 1.57 4.78 -2.32  -0.023
H: -0.22 3.39 -0.92  -1.211
H: -1.32 6.21 -0.43  0.193
H: -0.75 5.01 0.79  0.590
H: -2.19 4.81 -0.18  0.050
H: -1.99 4.31 -2.43  -0.566
C: -4.44 6.22 -2.30  -0.943
C: -4.55 5.18 -3.54  0.367
C: -4.00 5.84 -4.83  -1.554
O: -3.72 4.05 -3.15  1.034
H: -4.96 7.15 -2.53  0.444
H: -3.40 6.39 -2.20  0.135
H: -4.78 5.83 -1.27  0.063
H: -5.57 4.86 -3.66  0.456
H: -3.87 5.14 -5.65  0.247
H: -3.11 6.41 -4.56  0.286
H: -4.71 6.57 -5.22  0.465
H: -3.66 3.36 -3.89  -0.569
C: 2.29 -5.55 -1.72  -1.495
C: 2.24 -5.48 -0.22  1.955
C: 0.84 -5.69 0.36  -0.865
O: 3.14 -6.44 0.39  -0.708
H: 1.93 -6.49 -2.13  0.370
H: 3.29 -5.39 -2.15  0.344
H: 1.69 -4.73 -2.11  0.235
H: 2.64 -4.48 0.11  -0.777
H: 0.17 -4.82 0.15  -0.034
H: 0.96 -5.86 1.44  0.106
H: 0.38 -6.55 -0.11  0.509
H: 4.00 -6.31 -0.04  0.387
C: -6.82 2.19 -1.89  -1.330
C: -6.39 3.50 -1.11  1.128
C: -7.25 3.67 0.08  -1.862
O: -5.03 3.39 -0.71  0.051
H: -6.31 2.07 -2.89  0.154
H: -7.89 2.20 -2.05  0.461
H: -6.54 1.33 -1.27  0.258
H: -6.49 4.27 -1.89  -0.109
H: -7.06 4.63 0.54  0.384
H: -7.06 2.83 0.75  0.325
H: -8.27 3.71 -0.20  0.540
H: -4.42 3.53 -1.49  -0.243
C: 2.44 -2.21 -5.78  -1.499
C: 3.50 -1.57 -4.91  2.244
C: 4.40 -2.60 -4.24  -1.331
O: 4.41 -0.68 -5.63  -0.651
H: 3.01 -2.95 -6.35  0.465
H: 1.82 -1.60 -6.46  0.332
H: 1.78 -2.82 -5.17  0.344
H: 3.08 -0.91 -4.10  -1.066
H: 5.32 -2.10 -3.90  0.208
H: 4.78 -3.33 -4.94  0.557
H: 3.86 -3.02 -3.40  0.099
H: 4.02 -0.34 -6.42  0.326
C: -1.78 0.83 -5.69  -0.310
C: -2.67 1.77 -6.51  0.445
C: -3.31 1.22 -7.77  -1.665
O: -3.77 2.07 -5.63  -0.416
H: -0.79 0.53 -6.03  0.616
H: -2.34 -0.07 -5.46  0.306
H: -1.64 1.31 -4.69  -0.380
H: -2.17 2.68 -6.71  0.305
H: -2.51 1.29 -8.53  0.472
H: -4.17 1.81 -8.01  0.385
H: -3.66 0.15 -7.66  0.170
H: -4.45 1.40 -5.62  0.106
C: -4.58 -0.60 -3.57  1.500
C: -5.19 -0.88 -4.94  0.693
C: -6.27 -1.97 -4.92  -1.505
O: -5.84 0.26 -5.56  -0.566
H: -4.31 -1.54 -3.12  -1.107
H: -5.30 -0.14 -2.92  0.078
H: -3.68 0.04 -3.63  -0.324
H: -4.39 -1.26 -5.58  -0.043
H: -5.89 -2.82 -4.45  0.160
H: -6.58 -2.17 -5.96  0.474
H: -7.17 -1.65 -4.45  0.380
H: -6.16 -0.10 -6.42  0.337
C: 5.21 1.15 4.21  -1.362
C: 5.70 0.16 3.15  0.519
C: 5.33 -1.30 3.54  -0.180
O: 4.96 0.41 1.92  0.252
H: 4.09 1.09 4.21  -0.088
H: 5.49 2.16 3.86  0.391
H: 5.64 1.08 5.21  0.586
H: 6.78 0.24 2.95  0.531
H: 5.85 -2.03 2.88  -0.117
H: 4.29 -1.38 3.36  -0.580
H: 5.59 -1.55 4.58  0.612
H: 5.49 1.14 1.54  -0.858
C: -3.47 5.28 3.88  -1.864
C: -3.28 4.75 2.50  1.238
C: -2.35 3.58 2.46  -0.446
O: -4.58 4.40 2.03  -0.511
H: -4.06 6.20 3.92  0.390
H: -2.53 5.48 4.37  0.477
H: -3.94 4.56 4.53  0.412
H: -2.87 5.50 1.80  0.003
H: -1.43 3.90 3.04  0.094
H: -2.13 3.33 1.42  -0.575
H: -2.77 2.71 2.89  0.758
H: -4.45 4.06 1.14  0.158
C: 2.62 -4.17 5.96  -1.664
C: 2.12 -4.88 4.74  2.253
C: 3.31 -4.98 3.76  -0.329
O: 1.80 -6.20 5.11  -0.684
H: 2.83 -3.08 5.79  0.227
H: 3.54 -4.62 6.38  0.358
H: 1.93 -4.01 6.81  0.402
H: 1.21 -4.36 4.48  -0.982
H: 3.70 -3.90 3.62  -0.292
H: 3.12 -5.32 2.73  0.060
H: 4.10 -5.54 4.28  0.448
H: 1.36 -6.77 4.47  0.366
C: -6.64 -6.91 0.04  -2.005
C: -5.86 -5.87 -0.71  2.132
C: -5.36 -4.89 0.41  -1.663
C: -4.16 -4.02 -0.04  1.634
C: -3.07 -4.87 -0.59  -0.617
C: -3.60 -5.68 -1.79  1.756
N: -4.68 -6.55 -1.36  0.087
O: -5.24 -7.34 -2.42  -0.496
C: -3.86 -4.76 -2.97  -0.759
C: -2.44 -6.69 -2.21  -2.051
C: -6.82 -5.15 -1.71  -1.917
H: -6.05 -7.74 0.39  0.469
H: -7.51 -7.31 -0.48  0.440
H: -7.06 -6.46 0.96  0.345
H: -6.15 -4.27 0.84  0.659
H: -4.97 -5.59 1.20  0.262
H: -3.62 -3.52 0.81  -1.105
H: -4.42 -3.15 -0.69  -0.165
H: -2.74 -5.54 0.22  0.633
H: -2.20 -4.23 -0.87  -0.860
H: -4.35 -3.82 -2.59  -0.621
H: -2.93 -4.34 -3.40  0.473
H: -4.50 -5.24 -3.72  0.429
H: -2.57 -7.24 -3.13  0.367
H: -1.47 -6.18 -2.32  0.309
H: -2.29 -7.43 -1.44  0.559
H: -7.69 -4.80 -1.18  0.491
H: -7.15 -5.74 -2.56  0.399
H: -6.31 -4.29 -2.01  0.288
H: -5.42 -8.20 -1.98  0.366
C: -0.07 3.86 5.98  -1.235
C: -0.10 2.65 7.00  1.628
C: 0.01 1.39 6.22  -0.474
C: 1.40 0.94 5.78  -0.919
C: 2.31 0.99 7.01  -1.279
C: 2.34 2.37 7.76  1.895
N: 0.90 2.69 8.13  -0.002
O: 0.90 3.98 8.76  -0.485
C: 3.13 2.24 9.07  -1.854
C: 3.00 3.47 6.89  -1.527
C: -1.53 2.59 7.63  -1.604
H: 0.73 3.84 5.23  0.330
H: 0.02 4.84 6.48  0.448
H: -1.05 3.83 5.47  0.087
H: -0.60 0.62 6.72  0.419
H: -0.51 1.48 5.24  -0.462
H: 1.82 1.68 5.03  -0.101
H: 1.37 0.01 5.30  1.077
H: 3.30 0.69 6.61  0.258
H: 1.95 0.25 7.80  0.361
H: 2.75 1.39 9.68  0.374
H: 4.19 2.03 8.86  0.376
H: 3.20 3.10 9.73  0.387
H: 2.83 4.50 7.35  0.337
H: 4.07 3.34 7.05  0.476
H: 2.75 3.54 5.79  0.106
H: -1.66 3.29 8.47  0.334
H: -1.76 1.62 7.99  0.472
H: -2.35 2.81 6.87  0.156
H: 1.00 4.72 8.11  0.351
C: -4.80 -4.61 3.99  -1.361
C: -4.24 -4.20 5.41  1.678
C: -2.74 -4.65 5.50  -1.372
C: -1.91 -3.72 4.60  1.475
C: -1.97 -2.25 5.10  -0.786
C: -3.42 -1.76 4.98  1.765
N: -4.27 -2.71 5.69  0.237
O: -5.65 -2.27 5.70  -0.504
C: -3.43 -0.46 5.75  -1.945
C: -3.95 -1.50 3.56  -1.276
C: -5.04 -4.98 6.46  -2.181
H: -5.14 -5.66 3.98  0.440
H: -4.05 -4.55 3.21  0.040
H: -5.56 -3.92 3.63  0.320
H: -2.35 -4.63 6.53  0.384
H: -2.72 -5.70 5.14  0.390
H: -2.42 -3.68 3.62  -0.737
H: -0.87 -4.13 4.57  -0.732
H: -1.38 -1.61 4.43  -0.214
H: -1.62 -2.21 6.10  0.806
H: -2.67 0.11 5.22  0.071
H: -4.40 -0.02 5.67  0.555
H: -3.19 -0.59 6.79  0.589
H: -3.22 -0.72 3.22  -0.021
H: -3.99 -2.35 2.93  0.170
H: -4.93 -1.08 3.63  0.493
H: -6.12 -4.79 6.45  0.412
H: -4.63 -4.75 7.44  0.483
H: -4.99 -6.02 6.30  0.449
H: -5.83 -2.18 6.65  0.358
C: 0.88 6.58 -4.84  -1.763
C: 1.49 5.48 -5.67  1.666
C: 3.03 5.63 -5.75  -1.184
C: 3.73 4.48 -6.43  -0.909
C: 3.37 3.17 -5.61  -0.651
C: 1.84 2.98 -5.49  1.277
N: 1.17 4.21 -5.01  0.483
O: -0.24 4.08 -5.06  0.821
C: 1.15 2.47 -6.77  -1.075
C: 1.64 2.01 -4.40  0.808
C: 0.92 5.59 -7.07  -1.670
H: 1.14 6.56 -3.76  0.111
H: -0.20 6.66 -4.95  0.254
H: 1.34 7.53 -5.18  0.561
H: 3.23 6.61 -6.37  0.342
H: 3.54 5.74 -4.79  0.249
H: 4.80 4.69 -6.38  0.449
H: 3.50 4.42 -7.51  0.371
H: 3.79 3.19 -4.58  -0.188
H: 3.62 2.24 -6.14  0.470
H: 0.07 2.65 -6.57  -0.215
H: 1.43 3.00 -7.71  0.313
H: 1.35 1.39 -6.95  0.266
H: 2.22 1.03 -4.47  -0.355
H: 1.97 2.57 -3.54  -0.027
H: 0.58 1.82 -4.25  -0.774
H: -0.06 5.18 -7.06  0.044
H: 1.56 5.08 -7.87  0.239
H: 0.93 6.65 -7.31  0.602
H: -0.55 4.25 -4.15  0.016
C: 6.63 3.89 -1.50  -1.904
C: 5.84 2.97 -0.61  2.235
C: 4.72 2.29 -1.39  -0.387
C: 5.27 1.16 -2.29  -0.647
C: 6.00 0.11 -1.39  -0.366
C: 7.20 0.73 -0.69  1.789
N: 6.67 1.92 0.09  1.012
O: 7.68 2.56 0.91  -0.684
C: 7.74 -0.24 0.31  -0.343
C: 8.28 1.08 -1.63  -1.758
C: 5.18 3.81 0.50  -1.829
H: 6.97 3.46 -2.44  0.322
H: 7.57 4.27 -0.98  0.275
H: 6.07 4.81 -1.79  0.440
H: 3.94 1.98 -0.66  -0.128
H: 4.33 3.09 -2.08  -0.042
H: 5.90 1.65 -2.99  0.832
H: 4.46 0.72 -2.86  -0.582
H: 6.30 -0.72 -1.99  1.306
H: 5.23 -0.23 -0.63  -1.130
H: 7.99 -1.17 -0.24  0.251
H: 8.64 0.24 0.81  0.500
H: 6.96 -0.45 1.00  -0.776
H: 8.47 0.07 -2.16  0.386
H: 8.20 1.87 -2.42  0.156
H: 9.18 1.25 -1.06  0.537
H: 4.48 4.53 0.01  0.311
H: 5.97 4.37 0.99  0.514
H: 4.71 3.23 1.27  0.180
H: 8.49 2.71 0.44  0.323
C: -1.55 0.46 -0.80  -0.945
C: -0.64 -0.74 -1.09  2.471
C: 0.61 -0.23 -1.79  -0.573
C: 1.54 0.51 -0.88  0.912
C: 1.98 -0.39 0.26  -0.308
C: 0.75 -0.99 1.05  2.696
N: -0.20 -1.56 0.06  0.313
O: -1.24 -2.29 0.69  1.016
C: 1.22 -2.05 2.02  -0.111
C: 0.22 0.19 1.96  -0.358
C: -1.48 -1.67 -2.01  -1.033
H: -2.38 0.21 -0.15  0.478
H: -1.99 0.95 -1.63  0.484
H: -1.03 1.30 -0.30  -0.917
H: 1.16 -1.07 -2.18  0.544
H: 0.36 0.47 -2.61  -0.715
H: 0.96 1.32 -0.45  -0.979
H: 2.39 0.97 -1.44  -0.923
H: 2.72 0.10 0.95  -0.421
H: 2.46 -1.28 -0.16  0.094
H: 0.49 -2.47 2.68  -0.318
H: 1.52 -2.96 1.47  -0.805
H: 1.99 -1.68 2.77  -0.403
H: 0.28 1.18 1.41  -0.253
H: -0.86 0.17 2.10  -0.437
H: 0.77 0.32 2.86  0.208
H: -2.52 -1.77 -1.69  -0.266
H: -1.05 -2.64 -2.24  0.118
H: -1.48 -1.14 -3.00  -0.019
H: -1.85 -1.66 1.09  -0.213

The largest force on an atom is 3.40 eV/Å. The value obtained for the total energy is -137233.91482 eV. The energy above the lowest of the compared OMol25 structures with the same formula, charge and spin is 495.6 kJ/mol. The calculation puts the highest occupied orbital energy at -8.325 eV. The net charge is 0.